# 1
Molecular formula: C20H24F4N6STl
Method: DFT, the ωB97M-V functional and the def2-TZVPD basis

Calculated total energy ... -56461.9923 eV
Energy relative to the best compared isomer or geometry (same formula, charge and spin) ... 0.0 kcal/mol
HOMO ... -11.54 eV
HOMO-LUMO gap ... 8.2 eV

```
! wB97M-V def2-TZVPD RIJCOSX def2/J DEFGRID3
* xyz 1 1
F 3.5717 -2.5738 -0.3888
H -4.8627 -2.5997 1.4373
C 2.1813 0.5513 2.3103
F 3.3872 2.8064 -1.0129
H -1.1761 -1.4328 -2.6828
H 0.9056 3.0978 -2.1913
C 1.8523 -2.0835 2.8947
C -5.2685 -1.9639 0.6503
N -1.2535 -1.2017 1.2733
F 5.7615 1.5640 -0.8555
H -6.3308 -1.8274 0.8469
N -1.3883 0.5808 -2.1488
H -3.9902 -2.7540 -0.9011
N 0.9991 1.4421 -0.8655
C 0.6458 2.0366 -2.1580
C -2.8391 0.5611 -2.3514
C 3.0624 -1.4725 3.1929
H 4.1482 0.3912 3.1425
C -0.9260 -3.1747 2.6809
C 3.2292 -0.1279 2.9110
H -5.2207 0.1775 0.7018
C 0.8500 -1.3307 2.3046
H 0.3138 -0.4934 -2.7840
H 1.6947 -3.1295 3.1141
C -0.7588 -0.4654 -2.9588
N 1.0264 -0.0354 2.0105
H 5.6880 -1.0269 -0.5478
C -0.5013 -1.9037 2.0263
H 2.2706 1.6001 2.0520
H -1.9968 -3.3111 2.5689
C 3.5511 -1.2473 -0.5569
H -5.4692 -1.9768 -1.5058
S -2.8442 1.2351 1.1495
C -5.0525 -2.6005 -0.7139
H -1.0160 2.1660 -3.5181
H -3.3085 1.3350 -1.7460
F 1.2029 -1.3539 -0.6174
C 2.2229 0.7726 -0.8111
H -0.4177 -4.0192 2.2093
C -3.3362 -0.4704 0.9672
H 3.8614 -2.0439 3.6458
H -5.5477 -3.5705 -0.7528
H -1.4121 2.6371 -1.8683
H -0.6617 -3.1722 3.7379
C 4.7297 -0.5330 -0.6201
H -3.0896 0.7323 -3.4047
N -2.5643 -1.5202 1.0631
C 4.6474 0.8356 -0.7924
C -0.8482 1.9110 -2.4645
Tl -0.6106 0.7675 0.2753
H 1.2223 1.5419 -2.9446
C 3.4245 1.4784 -0.8807
N -4.6485 -0.6462 0.7696
H -3.2341 -0.4090 -2.0505
H -0.9400 -0.2937 -4.0265
C 2.3317 -0.6105 -0.6734
*
```

In the Löwdin picture, each atom carries the following charge in e:
1 F 0.107
2 H 0.112
3 C -0.103
4 F 0.124
5 H 0.101
6 H 0.125
7 C 0.015
8 C -0.225
9 N -0.085
10 F 0.118
11 H 0.121
12 N -0.340
13 H 0.060
14 N -0.137
15 C -0.208
16 C -0.089
17 C -0.016
18 H 0.121
19 C 0.006
20 C -0.021
21 H 0.124
22 C -0.218
23 H 0.075
24 H 0.122
25 C -0.057
26 N 0.047
27 H 0.147
28 C -0.235
29 H 0.130
30 H 0.076
31 C -0.214
32 H 0.075
33 S 0.673
34 C -0.086
35 H 0.139
36 H 0.068
37 F 0.062
38 C -0.220
39 H 0.105
40 C -0.766
41 H 0.124
42 H 0.079
43 H 0.118
44 H 0.098
45 C 0.093
46 H 0.104
47 N 0.036
48 C -0.201
49 C -0.208
50 Tl 0.944
51 H 0.129
52 C -0.154
53 N -0.012
54 H 0.079
55 H 0.108
56 C -0.170

# 2
Molecular formula: C20H24FN3O5S2
Method: DFT, the ωB97M-V functional and the def2-TZVPD basis

Calculated total energy ... -60225.6345 eV
Energy relative to the best compared isomer or geometry (same formula, charge and spin) ... 1.0 kcal/mol
HOMO ... -8.96 eV
Structure (SMILES) ... O=C(CN(Cc1cccs1)C(=O)CNS(=O)(=O)c1ccc(F)cc1)NC[C@H]1CCCO1
HOMO-LUMO gap ... 9.4 eV

```
! wB97M-V def2-TZVPD RIJCOSX def2/J DEFGRID3
* xyz 0 1
H 4.5800 1.0624 1.0212
C -0.3793 -2.0063 -1.6533
C -2.0414 3.8906 0.9673
S -2.8716 -3.2502 -1.3115
C -4.0006 -0.9967 -1.7185
H -1.7268 4.1328 1.9815
C -0.1668 -1.9735 0.8001
C -2.1492 0.9410 2.0952
O -2.5047 -1.7814 1.4121
C 0.9345 -0.2540 -0.4786
H -3.0000 0.4453 2.5664
C -1.8698 -1.8813 -1.6485
F 3.8503 -2.9884 2.8362
H -2.1874 0.2088 -2.0405
H -0.1043 -3.0668 -1.6485
N 2.3478 1.3705 -1.6218
H -0.6228 3.5488 -0.6896
N -1.1206 -0.0399 1.8482
C -0.9508 3.0787 0.2408
O 4.8105 1.7653 -1.5040
C -4.2844 -2.2941 -1.4380
H -3.2558 0.8654 0.2437
H -3.8213 2.9969 1.9010
H 3.3959 -2.1022 -1.5477
H 2.2401 1.8991 -0.7655
H 1.6542 -0.2896 -2.5551
H -0.3965 -3.0282 0.6460
C -2.6097 1.5781 0.7623
H -0.0719 2.9287 0.8811
H 0.6723 -1.8671 1.4922
H -3.9180 3.1765 0.1415
S 3.8795 0.7014 -1.7124
H 4.5193 -0.4992 2.9919
C -2.6148 -0.7574 -1.8396
H -1.7443 1.6979 2.7686
H -4.7517 -0.2362 -1.8381
C 4.2734 -0.8329 1.9966
H -5.2434 -2.7498 -1.2933
H 3.3125 -3.6782 0.4099
C 3.9033 -2.1509 1.7840
C 3.9723 -0.4503 -0.3402
C 4.3029 0.0263 0.9130
O -1.5161 1.8247 -0.1030
N 0.2106 -1.3818 -0.4787
C 3.5848 -2.6414 0.5284
H 0.3969 0.9265 -2.1822
C 1.2875 0.4120 -1.8053
H -2.2578 4.8216 0.4482
O 1.3347 0.2612 0.5638
H 0.0283 -1.5457 -2.5523
H -0.1914 0.3190 1.6507
C 3.6226 -1.7705 -0.5469
O 3.9203 -0.0488 -2.9329
C -1.4078 -1.2669 1.3790
C -3.2535 2.9503 0.9750
*
```

In the Löwdin picture, each atom carries the following charge in e:
1 H 0.122
2 C -0.143
3 C -0.141
4 S 1.055
5 C -0.185
6 H 0.106
7 C -0.024
8 C -0.098
9 O 0.053
10 C -0.438
11 H 0.132
12 C -0.516
13 F 0.069
14 H 0.108
15 H 0.124
16 N -0.104
17 H 0.121
18 N 0.090
19 C -0.184
20 O -0.278
21 C -0.398
22 H 0.134
23 H 0.116
24 H 0.119
25 H 0.108
26 H 0.110
27 H 0.131
28 C -0.311
29 H 0.115
30 H 0.130
31 H 0.115
32 S 0.654
33 H 0.124
34 C -0.136
35 H 0.129
36 H 0.104
37 C 0.017
38 H 0.064
39 H 0.124
40 C -0.266
41 C -0.285
42 C -0.048
43 O -0.130
44 N -0.016
45 C 0.008
46 H 0.135
47 C -0.142
48 H 0.107
49 O 0.022
50 H 0.123
51 H 0.103
52 C -0.058
53 O -0.286
54 C -0.466
55 C -0.117

# 3
Molecular formula: C20H24N2O3
Method: DFT, the ωB97M-V functional and the def2-TZVPD basis

Calculated total energy ... -30252.7844 eV
Energy relative to the best compared isomer or geometry (same formula, charge and spin) ... 36.7 kcal/mol
HOMO ... -8.05 eV
Structure (SMILES) ... O=C(NCCCN1CCOCC1)[C@H]1Cc2c(ccc3ccccc23)O1
HOMO-LUMO gap ... 8.5 eV

```
! wB97M-V def2-TZVPD RIJCOSX def2/J DEFGRID3
* xyz 0 1
H -2.3218 -4.8589 0.9843
O 3.5908 0.9056 1.6146
H -1.3261 -0.0044 0.0571
H 3.0767 -1.3656 1.3317
H 2.7947 3.2995 1.3945
H 2.1842 3.9798 -0.1365
C -1.4894 -4.2296 0.7061
C 3.5421 -0.2796 -0.4879
C 0.4694 -0.9182 -2.2409
C -2.4190 2.1871 -0.9629
C -3.0641 0.5555 1.2083
H 4.5881 -0.3013 -0.8047
C 3.3171 0.9404 0.4340
C 2.1827 3.1011 0.5118
H -2.3604 3.1874 -1.3980
C -0.5717 -1.7350 -1.8846
H -3.1829 -0.4537 1.6062
C -3.8433 1.9322 -0.4720
C 3.0948 -1.5514 0.2570
C 0.6869 -2.6132 0.0309
H 3.7512 -2.4025 0.0595
H 0.8197 1.8949 1.6308
H 2.5422 1.8705 -1.1706
C 0.7575 2.7456 0.9520
C -0.3132 -4.2663 1.4726
H -0.1744 3.2765 -0.9041
H -0.2587 -4.9256 2.3265
C -0.1375 2.4070 -0.2405
C 0.7516 -3.4755 1.1458
O 2.7249 -0.1627 -1.6566
H 0.2915 1.5619 -0.8077
C -1.5802 -3.4080 -0.3820
O -3.9597 0.6644 0.1275
C -0.4997 -2.5822 -0.7576
N -1.5013 2.1066 0.1626
C -1.6198 0.7881 0.7682
H -1.4807 -1.7350 -2.4687
H -4.5470 1.9453 -1.3063
H -3.3267 1.2915 1.9832
H -2.1678 1.4436 -1.7409
H 0.4181 -0.2695 -3.1015
H 1.6565 -3.4972 1.7344
H 0.3236 3.5843 1.4962
H -0.9711 0.7294 1.6422
C 1.7367 -1.7627 -0.3460
N 2.7982 2.0048 -0.2023
H -2.4843 -3.3770 -0.9729
H -4.1171 2.7145 0.2519
C 1.6187 -0.9423 -1.4448
*
```

In the Löwdin picture, each atom carries the following charge in e:
1 H 0.101
2 O 0.077
3 H 0.115
4 H 0.121
5 H 0.121
6 H 0.121
7 C -0.085
8 C -0.173
9 C 0.001
10 C -0.175
11 C -0.191
12 H 0.164
13 C -0.445
14 C -0.170
15 H 0.123
16 C -0.036
17 H 0.125
18 C -0.200
19 C -0.039
20 C -0.111
21 H 0.132
22 H 0.105
23 H 0.135
24 C -0.150
25 C -0.079
26 H 0.124
27 H 0.103
28 C -0.203
29 C -0.019
30 O -0.005
31 H 0.109
32 C -0.034
33 O -0.133
34 C -0.176
35 N -0.164
36 C -0.154
37 H 0.117
38 H 0.124
39 H 0.127
40 H 0.127
41 H 0.119
42 H 0.112
43 H 0.119
44 H 0.122
45 C -0.092
46 N 0.076
47 H 0.113
48 H 0.126
49 C -0.223

# 4
Molecular formula: C20H24N2O3S
Method: DFT, the ωB97M-V functional and the def2-TZVPD basis

Calculated total energy ... -41087.5635 eV
Energy relative to the best compared isomer or geometry (same formula, charge and spin) ... 47.4 kcal/mol
HOMO ... -8.69 eV
Structure (SMILES) ... Cc1ccc(CN(c2ccc(C(=O)N3CCCC3)cc2)S(C)(=O)=O)cc1
HOMO-LUMO gap ... 9.3 eV

```
! wB97M-V def2-TZVPD RIJCOSX def2/J DEFGRID3
* xyz 0 1
H 0.5757 0.7883 -3.0184
H 0.3525 -1.9258 0.8471
H 0.3547 2.2217 3.6367
O -2.3148 -0.9643 -2.0151
C -1.1518 2.2809 0.6439
C 1.2963 -3.6914 -1.0309
C 0.0564 4.1467 1.7623
C 1.1220 5.1236 5.1068
N 0.5899 4.2129 2.9973
H -1.0218 1.4749 -2.6004
S -0.9122 -0.9205 -2.3261
H -1.3383 -1.9820 0.2784
C -0.0096 -3.3168 -0.7461
H 2.0143 2.8512 3.7225
H 2.5779 -5.1468 -1.9231
C 0.5905 5.4770 3.7205
C -0.2863 -2.0242 -0.0372
H 1.2088 6.2081 3.1945
C -1.0482 -4.1435 -1.1469
C 1.1998 0.8774 0.2328
H -0.3330 3.5810 5.5236
H -2.1177 0.6506 -0.3658
C 0.0503 2.7953 1.1161
C 0.9555 3.1058 3.8574
C -0.4967 0.6683 -3.0933
H 2.1102 -3.0479 -0.7299
H 0.7010 5.7598 5.8818
C 0.5201 -5.7022 -2.1061
H 0.8682 -6.7480 -3.9288
C 0.7231 3.6570 5.2632
H 0.0115 -7.6944 -2.7137
C -0.7838 -5.3232 -1.8171
H -2.0691 -3.8536 -0.9464
H 2.1088 0.3241 0.0535
H -2.0604 2.8442 0.7955
H 1.3094 3.1347 6.0159
O -0.3953 -1.9497 -3.1713
O -0.3848 5.1307 1.1944
H -0.7973 0.5894 -4.1309
C 1.2269 2.0864 0.9024
C 0.8040 -6.9647 -2.8622
H 2.1691 2.4932 1.2382
C -0.0062 0.3584 -0.2250
C -1.1861 1.0621 -0.0081
H 1.7506 -7.4009 -2.5504
H -0.4307 5.8710 3.7592
N 0.0168 -0.8861 -0.9092
H 2.2082 5.2179 5.1307
C 1.5565 -4.8694 -1.7032
H -1.6033 -5.9549 -2.1286
*
```

In the Löwdin picture, each atom carries the following charge in e:
1 H 0.072
2 H 0.138
3 H 0.127
4 O -0.297
5 C 0.008
6 C -0.035
7 C -0.438
8 C -0.164
9 N -0.045
10 H 0.060
11 S 0.637
12 H 0.128
13 C -0.254
14 H 0.121
15 H 0.111
16 C -0.137
17 C -0.145
18 H 0.127
19 C -0.041
20 C 0.004
21 H 0.116
22 H 0.110
23 C -0.143
24 C -0.154
25 C -0.097
26 H 0.115
27 H 0.110
28 C -0.278
29 H 0.084
30 C -0.162
31 H 0.075
32 C -0.034
33 H 0.117
34 H 0.120
35 H 0.126
36 H 0.110
37 O -0.274
38 O 0.078
39 H 0.071
40 C -0.020
41 C -0.053
42 H 0.119
43 C -0.304
44 C -0.021
45 H 0.075
46 H 0.129
47 N -0.176
48 H 0.112
49 C -0.039
50 H 0.112